Molecular formula: C31H47N3O17S5
Method: DFT, wB97M-V/def2-TZVPD

## Properties
- max |F| (eV/Å) = 1.22
- frontier orbital gap (eV) = 8.101
- charge = 0

Each line ends with the Mulliken charge.
Atoms and positions in Å:
1 C 4.3507 2.8065 -1.5374  -2.364
2 C 3.4510 2.1979 -2.5794  1.286
3 C 3.6652 0.8165 -2.9301  0.042
4 O 4.7269 0.1633 -2.3331  -0.729
5 C 4.6306 -0.2452 -0.9608  -1.233
6 C 3.6390 -1.3397 -0.6297  2.104
7 C 2.3158 -0.7764 -0.0891  -1.582
8 C 4.2925 -2.3085 0.3887  -1.966
9 C 3.3680 -3.3449 1.0106  1.232
10 C 4.2460 -4.3101 1.8297  -1.706
11 C 2.5911 -4.1742 -0.0258  -1.498
12 C 2.9400 0.1854 -3.9080  0.642
13 C 3.1862 -1.2323 -4.3520  -1.269
14 N 1.9824 -2.0673 -4.2463  -0.553
15 C 1.9202 0.9276 -4.5835  0.531
16 N 1.1243 0.5103 -5.5722  -0.701
17 S 0.2267 1.7979 -5.9680  0.015
18 N 0.7849 2.8781 -4.9480  -0.621
19 C 1.7357 2.2805 -4.2156  1.059
20 C 2.4991 2.9368 -3.2140  -0.021
21 C 2.2083 4.4073 -3.0154  -1.099
22 C 2.0576 4.9468 -1.5840  -0.240
23 C 1.1825 6.1725 -1.5828  -0.054
24 C 1.6512 7.3350 -2.1723  -0.293
25 C 0.8796 8.4750 -2.2034  -0.748
26 C -0.3799 8.4587 -1.6384  -0.382
27 C -0.8503 7.3123 -1.0359  -0.748
28 C -0.0786 6.1584 -1.0069  -0.248
29 H 4.6896 3.7982 -1.8028  0.503
30 H 3.7888 2.9095 -0.6114  0.303
31 H 5.1678 2.1338 -1.3244  0.743
32 H 4.4994 0.6213 -0.3197  0.275
33 H 5.6179 -0.6406 -0.7349  0.334
34 H 3.4141 -1.9176 -1.5182  -0.351
35 H 2.0989 0.1974 -0.5197  0.345
36 H 1.5050 -1.4298 -0.3794  0.313
37 H 2.3227 -0.7163 0.9910  0.358
38 H 4.7512 -1.6798 1.1514  0.460
39 H 5.0647 -2.8498 -0.1584  0.322
40 H 2.6700 -2.9115 1.7176  0.312
41 H 3.6121 -4.8332 2.5432  0.427
42 H 5.0211 -3.7917 2.3847  0.386
43 H 4.6677 -5.0836 1.1988  0.398
44 H 1.5350 -3.9562 0.0349  0.262
45 H 2.7076 -5.2325 0.1848  0.522
46 H 2.9203 -4.0021 -1.0445  0.248
47 H 4.0320 -1.6157 -3.7923  0.447
48 H 3.5197 -1.1782 -5.3883  0.497
49 H 2.2415 -3.0272 -4.0818  0.287
50 H 1.4269 -1.7393 -3.4670  0.153
51 H 1.2661 4.5942 -3.5148  0.629
52 H 2.9553 4.9660 -3.5741  0.291
53 H 3.0307 5.2814 -1.2351  0.263
54 H 1.7039 4.2051 -0.8806  0.325
55 H 2.6415 7.3486 -2.5999  0.401
56 H 1.2359 9.3901 -2.6467  0.384
57 H -1.0090 9.3342 -1.6235  0.379
58 H -1.8224 7.2913 -0.5734  0.429
59 H -0.4988 5.2896 -0.5325  0.554
60 C -3.0289 -0.1070 -4.5875  0.138
61 C -3.1748 -1.4724 -5.2238  -0.415
62 O -2.3667 -2.3262 -4.4026  -0.315
63 S -2.3976 -1.8075 -2.8988  0.869
64 O -3.3427 -2.5578 -2.1497  -0.551
65 O -1.0621 -1.6704 -2.4520  -0.328
66 O -3.0135 -0.3649 -3.1756  -0.309
67 H -2.0830 0.3661 -4.8547  -0.126
68 H -3.8522 0.5555 -4.8388  0.342
69 H -2.8235 -1.5008 -6.2506  0.348
70 H -4.2069 -1.8269 -5.1806  0.287
71 C -5.8929 -3.7429 0.8162  -0.298
72 C -4.4287 -4.1138 0.8788  -0.158
73 O -3.9623 -3.4943 2.0912  -0.286
74 S -5.1317 -3.4837 3.1735  1.208
75 O -4.9595 -4.5920 4.0473  -0.564
76 O -5.2760 -2.1663 3.6744  -0.567
77 O -6.3378 -3.8153 2.1829  -0.339
78 H -6.0333 -2.7206 0.4620  0.283
79 H -6.4712 -4.4236 0.1988  0.318
80 H -3.8645 -3.7437 0.0270  0.153
81 H -4.2898 -5.1929 0.9700  0.276
82 C -6.2155 -3.9308 7.0632  -0.244
83 C -4.7523 -4.3012 7.1204  -0.148
84 O -4.2733 -3.6871 8.3282  -0.337
85 S -5.4404 -3.6765 9.4229  1.079
86 O -5.2746 -4.7808 10.2955  -0.538
87 O -5.5766 -2.3558 9.9159  -0.530
88 O -6.6537 -4.0030 8.4298  -0.343
89 H -6.3555 -2.9082 6.7069  0.307
90 H -6.7944 -4.6114 6.4469  0.285
91 H -4.1955 -3.9383 6.2659  0.189
92 H -4.6164 -5.3810 7.2094  0.291
93 C -1.0853 2.2216 4.0161  -0.391
94 C 0.0823 1.3553 3.5951  -0.370
95 O 0.4174 1.8339 2.2845  -0.159
96 S 0.1386 3.4041 2.1932  1.120
97 O 1.3488 4.1081 2.4083  -0.597
98 O -0.6670 3.6496 1.0531  -0.502
99 O -0.7597 3.5247 3.5110  -0.360
100 H -2.0172 1.8932 3.5522  0.290
101 H -1.2104 2.2620 5.0941  0.307
102 H -0.1701 0.2993 3.5531  0.335
103 H 0.9464 1.4998 4.2469  0.295

Forces on atoms 1 to 2 (eV/Å):
-0.528 -0.274 0.209
0.240 0.330 0.100